Record 1
Computed, not measured: 9 unconnected molecules or ions with the total composition C30H44F4O27 in a non-equilibrium geometry, with ωB97M-V/def2-TZVPD.

- DFT total energy (eV) = -97972.16764
- maximum force (eV Å⁻¹) = 5.3
- M (g mol⁻¹) = 912.65
- 2S+1 = 1
- highest occupied orbital energy (eV) = -10.92
- structure (SMILES) = O=C1OC[C@@H](F)O1.O=C1OC[C@@H](F)O1.O=C1OC[C@@H](F)O1.O=C1OC[C@@H](F)O1.CCOC(=O)OC.CCOC(=O)OC.CCOC(=O)OC.O=C1OCCO1.O=C1OCCO1

Geometry as XYZ:
```
105
Properties=species:S:1:pos:R:3:mulliken_charge:R:1
O -0.48475 5.43039 -10.58377 -0.497
C 0.39021 5.20808 -9.80018 0.603
O 0.35079 4.23977 -8.77055 -0.316
C 1.37396 4.58600 -7.82775 -0.461
C 2.31040 5.29667 -8.74451 0.366
F 3.17076 4.47011 -9.18070 -0.257
O 1.54116 5.88763 -9.73695 -0.296
H 0.89171 5.08209 -6.98547 0.290
H 1.82567 3.76665 -7.26854 0.288
H 2.85587 6.01240 -8.12947 0.280
O -4.60020 4.38797 -3.07301 -0.569
C -4.65805 3.33202 -3.73428 0.679
O -5.82840 2.72170 -3.99438 -0.295
C -5.58035 1.66429 -4.87303 -0.385
C -4.06941 1.39859 -4.71867 0.241
F -3.53786 0.92484 -5.86314 -0.261
O -3.60373 2.58038 -4.15517 -0.272
H -6.07416 0.78303 -4.46359 0.242
H -5.86242 1.93244 -5.89118 0.314
H -3.90684 0.73063 -3.87279 0.306
O 5.74110 -6.19328 -1.26800 -0.536
C 6.27535 -5.23529 -1.82162 0.616
O 6.63489 -4.13756 -1.10348 -0.265
C 6.90219 -3.13613 -2.00382 -0.462
C 7.27475 -3.82556 -3.29941 0.276
F 8.61881 -4.12352 -3.18769 -0.282
O 6.53075 -5.03664 -3.15383 -0.298
H 5.94911 -2.63784 -2.18112 0.318
H 7.65669 -2.41920 -1.68005 0.312
H 7.09218 -3.24957 -4.20661 0.322
O -2.63916 6.89762 2.92073 -0.553
C -3.80513 6.81487 3.22721 0.639
O -4.43177 5.64351 3.40852 -0.285
C -5.80357 5.93772 3.62757 -0.419
C -5.77784 7.43058 3.90197 0.284
F -5.57498 7.53229 5.22974 -0.284
O -4.59208 7.89909 3.31706 -0.291
H -6.36337 5.69828 2.72348 0.300
H -6.20484 5.35643 4.45775 0.280
H -6.66930 7.97601 3.59229 0.329
C 1.50707 -2.20230 9.69545 -1.165
C 0.09720 -1.74425 9.32941 -0.198
O -0.24509 -2.28265 8.10608 -0.256
C -1.22354 -1.80552 7.31954 0.700
O -1.91004 -0.89575 7.54283 -0.496
O -1.22496 -2.55343 6.24767 -0.292
C -2.33875 -2.45565 5.44721 -0.670
H 2.00711 -1.76604 10.56016 0.372
H 2.19037 -2.08133 8.85488 0.292
H 1.50782 -3.29148 9.73767 0.297
H 0.07806 -0.65507 9.36714 0.305
H -0.59826 -2.01458 10.12399 0.288
H -2.40453 -3.27695 4.73359 0.244
H -2.28964 -1.55583 4.83403 0.262
H -3.27380 -2.50472 6.00523 0.319
C 10.84738 -1.64772 4.24963 -1.107
C 9.62262 -0.78358 3.93149 -0.256
O 8.59873 -1.75933 3.82334 -0.252
C 7.43291 -1.51956 4.44108 0.747
O 7.03362 -0.46881 4.97331 -0.585
O 6.65357 -2.57401 4.13878 -0.290
C 5.25249 -2.43261 4.40710 -0.739
H 11.72324 -1.00984 4.36822 0.389
H 11.05729 -2.33775 3.43239 0.275
H 10.74602 -2.09419 5.23881 0.313
H 9.71204 -0.27891 2.96950 0.290
H 9.51041 -0.02322 4.70439 0.312
H 4.74830 -2.03931 3.52438 0.279
H 4.98746 -1.90978 5.32607 0.333
H 4.72288 -3.35413 4.64880 0.292
C -9.30702 -5.80630 2.67735 -1.059
C -9.83920 -4.59874 3.42213 -0.284
O -9.08695 -3.43746 3.28961 -0.291
C -9.36589 -2.49842 2.35834 0.665
O -10.21991 -2.45474 1.50022 -0.535
O -8.19641 -1.72194 2.39467 -0.273
C -8.10855 -0.61896 1.50527 -0.702
H -9.57680 -6.63000 3.33828 0.335
H -8.22404 -5.92358 2.71607 0.299
H -9.63481 -5.63602 1.65185 0.311
H -9.80596 -4.86459 4.47868 0.333
H -10.90432 -4.42413 3.27006 0.342
H -7.05105 -0.35511 1.49139 0.262
H -8.66492 0.29143 1.72828 0.287
H -8.26348 -0.92493 0.47063 0.311
O 1.24862 0.54807 -2.38404 -0.600
C 1.04621 0.92246 -1.21102 0.699
O 1.77419 1.79727 -0.45007 -0.320
C 0.98168 2.23776 0.58272 -0.342
C -0.10637 1.18170 0.70497 -0.254
O -0.03914 0.53951 -0.58838 -0.308
H 1.45659 2.43475 1.54385 0.332
H 0.52797 3.18715 0.29828 0.263
H -0.95658 1.84692 0.85571 0.229
H -0.13173 0.46869 1.52905 0.301
O 2.61684 -0.33647 -12.63410 -0.543
C 2.85322 -0.43093 -11.43983 0.702
O 4.05082 -0.16957 -10.86972 -0.338
C 4.17543 -0.85520 -9.59963 -0.193
C 2.70622 -0.99516 -9.23849 -0.284
O 1.99650 -0.90823 -10.49660 -0.337
H 4.74679 -1.78269 -9.63707 0.242
H 4.68291 -0.23944 -8.85707 0.255
H 2.36351 -0.22112 -8.55181 0.218
H 2.40952 -1.93123 -8.76536 0.280
```


Record 2
Computed, not measured: a single C30H44FN4O5PS2 molecule in a non-equilibrium geometry, with ωB97M-V/def2-TZVPD.

- DFT total energy (eV) = -81694.25064
- maximum force (eV Å⁻¹) = 2.3
- M (g mol⁻¹) = 654.81
- 2S+1 = 1
- highest occupied orbital energy (eV) = -7.85
- structure (SMILES) = CC[C@@H](F)[C@@]1(CCCSC(=S)n2ccnc2)NC(=O)[C@@](CCCCOC(C)=O)(COO)[C@@]1(c1ccccn1)P(CC)CC

Geometry as XYZ:
```
87
Properties=species:S:1:pos:R:3:mulliken_charge:R:1
C 3.96370 1.38868 1.97858 -1.209
C 2.85679 0.51402 1.35722 0.258
C 1.98909 1.34500 0.44770 -0.638
F 2.82702 1.93383 -0.53127 -0.620
C 0.76794 0.66285 -0.25468 1.451
C 0.84961 0.91264 -1.76607 -1.344
C 1.76527 0.01092 -2.61731 -1.490
C 3.05739 -0.52707 -2.01465 0.141
S 3.84917 -1.59118 -3.27825 -0.192
C 5.54464 -1.25581 -3.23208 0.091
S 6.55169 -2.08008 -4.19293 -0.175
N 6.00317 -0.21867 -2.38196 0.149
C 6.13285 -0.27173 -1.01225 -0.096
C 6.60742 0.95014 -0.65070 -0.583
N 6.76123 1.75946 -1.74571 -0.674
C 6.39740 1.03295 -2.76424 -0.058
N 0.80546 -0.79085 0.08812 0.460
C -0.41409 -1.20162 0.68022 -2.157
O -0.52378 -2.19746 1.35006 -0.586
C -1.49555 -0.21455 0.28623 2.198
C -1.87650 -0.72585 -1.14559 -1.561
C -2.51555 -2.12894 -1.12870 0.050
C -1.89549 -3.10623 -2.13751 -0.341
C -1.94073 -4.53741 -1.65103 -0.918
O -3.30074 -4.94792 -1.45945 -0.315
C -3.53038 -5.70386 -0.33770 0.591
C -3.69891 -4.91511 0.92828 -0.690
O -3.63038 -6.89860 -0.40170 -0.560
C -2.73943 -0.32710 1.14906 -1.042
O -3.90350 0.07676 0.43020 -0.161
O -4.99528 -0.54417 1.12888 -0.519
C -0.64526 1.10151 0.38217 1.698
C -1.22330 2.31136 -0.34554 -0.379
C -0.46668 3.48303 -0.44366 -0.634
C -0.99672 4.57803 -1.09260 -0.900
C -2.26101 4.47466 -1.64362 -0.721
C -2.93012 3.27135 -1.51533 -0.651
N -2.43397 2.21568 -0.87860 -0.068
P -0.48758 1.73836 2.14786 -0.057
C -0.25288 0.46297 3.44355 -0.491
C -1.46966 -0.14936 4.17097 -1.111
C -1.74496 2.96901 2.63644 -0.716
C -3.24924 2.72815 2.40686 -0.899
H 3.64158 2.42574 2.07053 0.313
H 4.85553 1.36587 1.35681 -0.033
H 4.23153 1.00823 2.96263 0.472
H 3.33246 -0.29880 0.80973 0.037
H 2.24477 0.11887 2.16517 0.010
H 1.61916 2.17011 1.04927 0.905
H 1.09336 1.95203 -1.96118 0.799
H -0.15053 0.79345 -2.17402 0.547
H 2.04282 0.57779 -3.50677 0.400
H 1.17419 -0.83140 -2.99589 0.422
H 3.76417 0.26054 -1.77256 0.050
H 2.92195 -1.15502 -1.13839 0.308
H 5.89740 -1.13595 -0.41695 0.451
H 6.85667 1.27063 0.34713 0.541
H 6.39950 1.33522 -3.79839 0.416
H 0.96282 -1.42199 -0.68894 0.624
H -2.53750 -0.01576 -1.62919 0.791
H -0.99525 -0.79098 -1.77621 0.134
H -2.40935 -2.58446 -0.14637 -0.583
H -3.57720 -2.04341 -1.35208 0.486
H -2.39715 -3.03536 -3.10351 0.461
H -0.83516 -2.87493 -2.28969 0.065
H -1.46568 -5.21214 -2.36564 0.427
H -1.39181 -4.61261 -0.70667 0.406
H -3.91702 -5.59783 1.74369 0.374
H -4.50610 -4.18988 0.82856 0.264
H -2.79220 -4.35741 1.17183 0.128
H -2.67098 0.25261 2.06512 0.070
H -2.88141 -1.36756 1.44348 0.400
H -5.52348 0.22770 1.37154 0.327
H 0.51583 3.53284 0.00042 0.453
H -0.43164 5.49706 -1.16440 0.513
H -2.71635 5.30416 -2.16573 0.446
H -3.91504 3.15378 -1.95004 0.490
H 0.35441 -0.35166 3.05103 0.142
H 0.36810 0.95486 4.19333 0.739
H -1.19850 -0.43695 5.18660 0.486
H -2.30162 0.55173 4.21720 0.143
H -1.81338 -1.04752 3.66204 0.189
H -1.57647 3.08309 3.71171 0.610
H -1.46151 3.92656 2.20571 0.510
H -3.78901 3.67593 2.39676 0.362
H -3.45617 2.19733 1.48126 0.127
H -3.67382 2.13771 3.22179 0.255
```